ORCA calculation (ωB97M-V with the def2-TZVPD basis set) on one molecule with the formula C3H4Si.

For the HOMO energy, the calculation gives -8.90 eV. For the gap between HOMO and LUMO, the calculation gives 8.47 eV.

ORCA input file:
```
! RIJCOSX wB97M-V def2-TZVPD def2/J DEFGRID3
* xyz 0 1
C -0.4142 0.8017 0.2389
C -0.4048 -0.7849 0.1552
C 0.6727 -0.0718 -0.5784
Si -2.1445 0.0663 -0.0596
H -0.2490 1.3588 1.1029
H -0.0695 -1.2405 1.0587
H 1.6853 0.0564 -0.2529
H 0.9240 -0.1859 -1.6648
*
```

Löwdin population analysis, charges in e, atoms 1 to 4: -0.3972, -0.4493, -0.2096, 0.8374

---

ORCA calculation (ωB97M-V with the def2-TZVPD basis set) on a 4-piece molecular cluster, C3H14NO4 overall.

For the HOMO energy (spin up / spin down), the calculation gives -4.56 / -8.28 eV. As for the expectation value of S²: 0.75. For the gap between HOMO and LUMO (spin up / spin down), the calculation gives 5.11 / 8.77 eV.

ORCA input file:
```
! RIJCOSX wB97M-V def2-TZVPD def2/J DEFGRID3
* xyz 0 2
O -1.3170 0.9539 0.4677
C -1.5122 -0.2191 -0.0355
C -0.5324 -1.3338 0.2355
C -0.4872 -2.3364 -0.9137
N 0.7385 -0.6608 0.5333
H -2.3793 -0.5431 -0.6318
H -0.9293 -1.8944 1.1157
H 0.4182 -2.2501 -1.5340
H -1.2360 -2.2857 -1.6932
H -0.3719 -3.3702 -0.5714
H 0.4765 -0.0327 1.3549
H 0.8892 0.0146 -0.2391
H 1.6079 -1.1846 0.5208
H 0.3003 1.9094 -0.1512
H 0.6009 3.1278 -1.1152
O 0.9596 2.3306 -0.7260
H -0.6494 1.0309 2.2908
H 0.4293 1.3234 3.3456
O 0.1555 0.6518 2.7076
H 1.5970 1.0123 -2.3088
H 1.7793 -0.3426 -2.7757
O 1.3987 0.1163 -2.0121
*
```

Löwdin population analysis, charges in e, atoms 1 to 4: -0.2211, -0.3293, -0.3875, -0.0710

---

ORCA calculation (ωB97M-V with the def2-TZVPD basis set) on C10H25LaN3O2S2 as an isolated structure.

For the HOMO energy (spin up / spin down), the calculation gives -18.30 / -17.86 eV. For the gap between HOMO and LUMO (spin up / spin down), the calculation gives 2.91 / 3.00 eV.

ORCA input file:
```
! RIJCOSX wB97M-V def2-TZVPD def2/J DEFGRID3
* xyz 3 1
La -0.1282 0.0537 0.9081
S 0.2806 -2.5955 -0.5888
S -0.0928 2.5681 -0.8744
C 1.2711 -2.4161 -2.0977
C -1.4356 -2.6509 -1.3360
C -1.8072 -1.4424 -2.1579
N -1.7407 -0.1922 -1.4148
C -1.9826 0.9409 -2.2885
C -1.8029 2.2704 -1.6091
H -2.0922 -2.7552 -0.4636
H -1.4619 -3.5813 -1.9215
H -2.8208 -1.6250 -2.5235
H -1.1607 -1.3734 -3.0360
H -3.0050 0.9327 -2.6613
H -1.3282 0.8735 -3.1583
H -2.4660 2.3707 -0.7425
H -1.9673 3.1198 -2.2854
C 0.9297 2.3302 -2.3519
H -2.5273 -0.2191 -0.7546
H 0.6511 1.4208 -2.8978
H 1.9554 2.2101 -1.9819
H 0.8638 3.2110 -3.0108
H 2.2726 -2.1285 -1.7612
H 0.8816 -1.6196 -2.7407
H 1.3088 -3.3702 -2.6458
C -3.9154 -0.2389 3.0631
C -2.8076 -0.1319 3.8934
H -4.4239 -1.1878 2.9848
H -4.5423 0.6262 2.9004
H -2.4499 -1.0329 4.4283
H -2.5652 0.8412 4.3650
C 4.9898 -0.1400 2.0470
O 4.2686 -0.0566 0.7757
C 2.9228 0.1156 0.7522
O 2.2906 -0.0056 -0.3492
N 2.2244 0.3872 1.8542
N -1.0129 0.0490 2.8951
H 5.0940 0.8634 2.5491
H 5.9784 -0.5145 1.8672
H 4.5010 -0.8161 2.8090
H 2.7919 0.4603 2.6915
H -0.7141 -0.7929 3.4684
H -0.7886 0.9267 3.4322
*
```

Löwdin population analysis, charges in e, atoms 1 to 4: 1.8740, 0.7818, 0.8644, -0.3202

---

ORCA calculation (ωB97M-V with the def2-TZVPD basis set) on one molecule with the formula FH4N2OP.

For the HOMO energy, the calculation gives -8.41 eV. Its structure (SMILES) is NP(F)NO. For the gap between HOMO and LUMO, the calculation gives 8.84 eV.

ORCA input file:
```
! RIJCOSX wB97M-V def2-TZVPD def2/J DEFGRID3
* xyz 0 1
N -1.2746 1.1834 0.1561
P -1.3153 -0.3741 0.7214
F -1.5270 -0.9559 -0.7120
N 0.7466 -0.5916 -0.0790
O 2.2138 -0.7998 0.2602
H -0.6731 1.0411 -0.7602
H -1.2103 1.9778 0.8224
H 0.5340 -1.5485 -0.4128
H 2.5058 0.0676 0.0039
*
```

Löwdin population analysis, charges in e, atoms 1 to 4: -0.2580, 0.7991, -0.3366, -0.2070

---

ORCA calculation (ωB97M-V with the def2-TZVPD basis set) on one molecule with the formula C20H30N2O.

For the HOMO energy, the calculation gives -7.81 eV. Its structure (SMILES) is O=C(CCCc1ccccc1)N1CCN(C2CCCCC2)CC1. For the gap between HOMO and LUMO, the calculation gives 8.66 eV.

ORCA input file:
```
! RIJCOSX wB97M-V def2-TZVPD def2/J DEFGRID3
* xyz 0 1
O -2.6770 -1.6215 1.8990
C -2.2443 -1.7881 0.7712
C -3.1198 -2.4013 -0.3102
C -3.6708 -1.3986 -1.3300
C -4.4938 -0.2746 -0.6838
C -3.6481 0.8705 -0.1992
C -3.5377 1.1674 1.1521
C -2.7674 2.2360 1.5772
C -2.1000 3.0262 0.6565
C -2.2086 2.7428 -0.6947
C -2.9782 1.6736 -1.1163
N -0.9664 -1.4813 0.4564
C -0.3005 -1.6332 -0.8141
C 0.2249 -0.2591 -1.2733
N 1.0971 0.3750 -0.3181
C 2.5258 0.1416 -0.4153
C 3.2770 1.4218 -0.0233
C 4.7705 1.2775 -0.2971
C 5.3406 0.0917 0.4745
C 4.5944 -1.1863 0.1069
C 3.0998 -1.0398 0.3836
C 0.4729 0.4336 0.9850
C -0.0973 -0.9100 1.4669
H -3.9618 -2.8577 0.2149
H -2.5772 -3.1966 -0.8259
H -2.8597 -0.9574 -1.9120
H -4.3105 -1.9535 -2.0218
H -5.1977 0.1094 -1.4281
H -5.0701 -0.6829 0.1472
H -4.0443 0.5494 1.8772
H -2.6872 2.4516 2.6327
H -1.4988 3.8603 0.9883
H -1.6933 3.3561 -1.4200
H -3.0723 1.4672 -2.1745
H -0.9707 -2.0405 -1.5669
H 0.5408 -2.3281 -0.6891
H 0.7415 -0.3622 -2.2293
H -0.6404 0.4016 -1.4114
H 2.7285 -0.0439 -1.4774
H 2.8639 2.2582 -0.5884
H 3.1247 1.6280 1.0372
H 5.2894 2.1941 -0.0093
H 4.9313 1.1249 -1.3670
H 6.4040 -0.0222 0.2537
H 5.2393 0.2746 1.5467
H 4.9929 -2.0277 0.6786
H 4.7470 -1.4019 -0.9536
H 2.9494 -0.8688 1.4513
H 2.5908 -1.9661 0.1089
H 1.1877 0.8074 1.7168
H -0.3555 1.1479 0.9184
H -0.6930 -0.7639 2.3689
H 0.7084 -1.6213 1.6799
*
```

Löwdin population analysis, charges in e, atoms 1 to 4: 0.0388, -0.4625, -0.1027, -0.1805

---

ORCA calculation (ωB97M-V with the def2-TZVPD basis set) on C47H52FN5O4PrSSb as an isolated structure.

For the HOMO energy (spin up / spin down), the calculation gives -1.57 / -1.57 eV. As for the expectation value of S²: 2.00. For the gap between HOMO and LUMO (spin up / spin down), the calculation gives 5.82 / 5.82 eV.

ORCA input file:
```
! RIJCOSX wB97M-V def2-TZVPD def2/J DEFGRID3
* xyz -2 3
Pr 0.8543 -0.1123 0.1658
N 0.8598 0.1940 -2.6830
N 1.5804 1.3659 -2.9574
C 2.3873 2.0077 -1.9693
O 2.9411 3.0987 -2.2816
O 2.4485 1.3812 -0.8244
H 1.3398 -0.6345 -3.0118
H -0.0661 0.2560 -3.1079
H 1.4161 1.8818 -3.8188
C -0.0983 4.6556 -1.5810
C 0.2307 4.8207 -0.0615
C 1.7317 4.8671 0.1477
C -0.6287 3.9190 0.8195
C -1.9842 4.1696 0.7299
C -2.9025 3.7757 1.6768
C -2.4665 3.0712 2.8061
C -1.0997 2.8061 2.9472
C -0.6023 2.2553 4.2608
C -0.5046 3.4621 5.2460
C -1.5346 1.1713 4.9481
C -0.1821 3.0138 1.8381
N 0.8748 2.1385 1.6220
C 2.0274 2.4200 2.3792
C 2.3290 3.6196 3.0196
C 3.5429 3.8361 3.6877
C 4.4510 2.8110 3.8296
C 4.2202 1.6081 3.1604
C 3.0420 1.4718 2.4446
F 2.9252 0.2833 1.7755
H 0.7809 4.2369 -2.0680
H -0.3007 5.6014 -2.0553
H -0.9400 3.9797 -1.7470
H -0.1433 5.8028 0.2687
H 2.2055 3.9213 -0.1070
H 2.0508 5.1907 1.1241
H 2.1352 5.6103 -0.6156
H -2.3834 4.7812 -0.0969
H -3.9904 3.9554 1.6065
H -3.1818 2.8109 3.5518
H 0.3387 1.7742 3.9608
H -1.5185 3.8156 5.3567
H 0.0929 4.2513 4.7829
H -0.0125 3.2407 6.1685
H -2.4988 1.5970 5.1594
H -1.0828 0.7967 5.8711
H -1.6298 0.3052 4.2745
H 1.5825 4.4788 2.9551
H 3.7645 4.8029 4.0912
H 5.3788 2.8626 4.4107
H 4.9904 0.8493 3.2113
O -0.0839 -3.1107 3.3069
C -0.1287 -2.1278 2.5606
O 0.8675 -1.5029 2.0444
C -1.4836 -1.6090 2.3162
C -2.5115 -2.3496 2.9680
C -3.8045 -1.9255 2.7811
C -4.0349 -0.7028 2.0903
C -2.9967 -0.1628 1.3471
N -1.7168 -0.5176 1.5514
H -2.2843 -3.2567 3.5221
H -4.6215 -2.5343 3.1095
H -5.0836 -0.3474 2.0139
H -3.1756 0.6755 0.6684
S -1.6892 -1.5243 -2.1302
C -2.5965 -3.0006 -2.2354
C -3.3210 -3.5367 -1.0994
C -4.0692 -4.6837 -1.2781
C -4.2400 -5.2715 -2.5196
C -3.4988 -4.7914 -3.5974
C -2.7709 -3.6223 -3.4695
H -3.3306 -2.9729 -0.1607
H -4.5085 -5.1436 -0.3787
H -4.9073 -6.0886 -2.7167
H -3.4187 -5.3245 -4.5325
H -2.2263 -3.2307 -4.3404
C -4.4731 2.6990 -2.1960
Sb -3.5308 0.6680 -2.5499
C -2.4380 1.0871 -4.3442
C -5.0602 -0.4689 -3.5503
H -5.3285 2.6187 -1.5493
H -4.7248 3.1732 -3.1999
H -3.6708 3.2567 -1.6640
H -3.1790 1.4385 -5.1088
H -2.0053 0.1317 -4.7396
H -1.6931 1.8945 -4.2266
H -4.9321 -0.5492 -4.6125
H -6.0199 0.0017 -3.3098
H -5.1215 -1.5106 -3.1365
N 2.1616 -1.8023 -0.7090
C 2.9483 -2.7136 -1.0029
C 4.3466 -2.4924 -1.6228
C 5.3564 -3.4520 -1.7098
C 6.5437 -3.1182 -2.3306
C 6.8411 -1.8420 -2.7585
C 5.8759 -0.8467 -2.6374
C 4.6250 -1.1795 -2.1224
C 2.5349 -4.1551 -0.7582
C 2.7864 -5.1533 -1.7380
C 2.4333 -6.4498 -1.5314
C 1.6336 -6.7775 -0.4336
C 1.2201 -5.7994 0.4468
C 1.7316 -4.4910 0.3177
H 5.2209 -4.4281 -1.2259
H 7.3349 -3.8776 -2.3690
H 7.7886 -1.6229 -3.2472
H 6.0982 0.1954 -2.8984
H 3.8716 -0.4054 -1.9558
H 3.3213 -4.8665 -2.6611
H 2.8287 -7.2058 -2.1962
H 1.4146 -7.7992 -0.2364
H 0.5583 -6.0130 1.3076
H 1.5661 -3.7614 1.1271
*
```

Löwdin population analysis, charges in e, atoms 1 to 4: 1.1951, -0.0284, -0.0200, -0.6641

---

no.,maximum force (hartree/bohr)
1,0.08128
2,0.04517
3,0.14952
4,0.05877
5,0.00957
6,0.05145